10
Properties=species:S:1:pos:R:3:forces:R:3 method="wB97M-V/def2-TZVPD" total_charge=0 lumo_ev="-2.983 / -2.028"
Cl -2.2159 -1.6812 -0.1291 1.1 -0.7 -0.2
Cl 0.8471 -2.2832 0.3215 0.0 0.2 0.0
Cl -5.1592 -0.5762 -1.4878 -0.1 0.1 -0.5
Cl -5.1793 1.3840 1.0558 -0.2 0.5 0.0
S -1.5636 1.1780 -0.4451 0.3 -0.5 0.1
P -4.4711 -0.3980 0.3939 -0.4 0.8 0.3
O -4.9491 -1.4707 1.2514 -0.1 -0.8 0.5
C -1.0256 -0.3993 -0.1393 -1.2 0.7 -0.3
C 0.2705 -0.7049 0.0798 0.6 -0.3 0.1
H 1.0129 0.0778 0.0725 0.0 0.0 0.1

74
Properties=species:S:1:pos:R:3:forces:R:3 method="wB97M-V/def2-TZVPD" total_charge=0 lumo_ev=0.281
Se -3.9557 0.9921 -2.6906 0.0 -0.1 0.1
Cl -1.2272 -3.7304 1.7092 0.0 0.0 0.0
S -0.8352 -2.8051 -2.7819 -0.1 0.0 0.2
P -0.5621 -0.5391 1.4910 0.0 -0.1 0.0
O 0.0911 -3.1585 -3.8244 0.0 0.0 0.0
O -1.0039 -3.7856 -1.6966 0.1 0.0 -0.1
O -0.5016 -1.5112 -2.1031 0.1 0.0 -0.1
N -1.1150 1.0225 -3.0157 0.2 0.1 0.1
N -2.0449 2.8977 -3.6286 0.0 0.0 0.0
N 4.2519 -3.5083 2.4035 0.0 0.1 0.0
N 1.7019 -2.8059 -0.0788 -0.1 0.0 0.1
N 4.4624 -2.8756 0.1836 0.0 0.0 0.0
C -1.5991 -2.6586 3.0438 0.0 0.0 0.0
C -0.6835 3.0388 -3.8533 0.0 0.0 0.0
C -2.5236 -2.4515 5.2414 0.0 0.0 0.0
C 1.1557 -0.2543 2.0464 0.0 -0.1 0.0
C 2.2704 -3.1195 1.0680 0.1 0.0 0.0
C 3.8487 0.1455 2.6600 0.0 0.0 0.0
C -2.3025 1.6604 -3.1170 0.0 0.0 0.0
C -2.4160 3.6710 1.4290 0.0 0.0 0.0
C 1.6260 -0.4912 3.3343 0.0 0.0 0.0
C 3.6677 -3.1480 1.2090 0.0 0.0 0.0
C 2.9682 -0.2907 3.6382 0.0 0.0 0.0
C 2.5000 -2.5450 -1.1220 0.0 0.0 0.0
C -2.1827 -3.2425 4.1590 0.0 0.0 0.0
C -2.2854 -1.0844 5.2026 0.0 0.0 0.0
C -0.6419 2.2237 2.1623 0.0 -0.1 0.0
C 3.8721 -2.5895 -0.9753 0.0 0.0 0.0
C 1.2748 1.6425 -3.5563 0.0 0.0 0.0
C -2.4185 1.3560 0.7857 0.1 0.1 0.0
C 1.4364 3.8933 -4.4533 0.0 0.0 0.0
C -0.0923 1.8408 -3.4602 0.0 0.0 0.0
C 2.0506 0.1817 1.0679 0.0 0.0 0.0
C -2.4208 -2.5916 -3.5227 0.0 0.0 -0.1
C -3.0290 3.9133 -3.9227 0.0 0.0 0.0
C -1.2431 1.1499 1.5030 0.0 0.0 0.0
C -1.7023 -0.5206 4.0819 0.0 0.0 0.0
C 3.3861 0.3840 1.3719 0.0 0.0 0.0
C -3.0052 2.6134 0.7533 0.0 0.0 0.0
C -1.2302 3.4777 2.1277 0.0 0.0 0.0
C 2.0295 2.6926 -4.0590 0.0 0.0 0.0
C 0.0655 4.0880 -4.3597 0.0 0.0 0.0
C -1.3371 -1.2936 2.9760 0.0 0.1 0.1
Li -0.3480 -2.4793 -0.3794 0.1 0.0 0.0
H 4.8939 0.2974 2.8970 0.0 0.0 0.0
H 1.6266 -3.3538 1.9078 0.0 0.0 0.0
H -2.7387 4.8531 -3.4525 0.0 0.0 0.0
H 0.2894 2.0811 2.6972 0.0 0.0 0.0
H -0.3939 5.0159 -4.6717 0.0 0.0 0.0
H 3.1007 2.5767 -4.1544 0.0 0.0 0.0
H -2.3134 -1.9342 -4.3830 0.0 0.0 0.0
H 4.5237 -2.3835 -1.8157 0.0 0.0 0.0
H -0.7587 4.3067 2.6399 0.0 0.0 0.0
H -3.9843 3.5811 -3.5254 0.0 0.0 0.0
H -2.3717 -4.3066 4.1638 0.0 0.0 0.0
H 3.3223 -0.4705 4.6459 0.0 0.0 0.0
H 1.7253 0.7041 -3.2621 0.0 0.0 0.0
H -3.9040 2.7635 0.1710 0.0 0.0 0.0
H 2.0581 4.6871 -4.8446 0.0 0.0 0.0
H -3.1003 -2.1439 -2.8051 0.0 0.0 0.1
H 2.0220 -2.3138 -2.0648 0.0 0.0 0.0
H 4.0693 0.7158 0.6011 0.0 0.0 0.0
H -0.9553 0.0866 -2.6143 -0.3 0.0 -0.2
H -2.9833 -2.9036 6.1099 0.0 0.0 0.0
H -2.5582 -0.4580 6.0412 0.0 0.0 0.0
H -2.7602 -3.5749 -3.8404 0.0 0.0 0.0
H -1.5273 0.5475 4.0491 0.0 0.0 0.0
H 5.2322 -3.2789 2.4570 0.0 0.0 0.0
H 1.6971 0.3478 0.0557 0.0 0.0 0.0
H -2.8561 0.5482 0.2123 -0.1 0.0 0.0
H -2.8713 4.6527 1.3978 0.0 0.0 0.0
H 3.7317 -3.2716 3.2332 0.0 0.0 0.0
H -3.1159 4.0583 -5.0003 0.0 0.0 0.0
H 0.9480 -0.8352 4.1059 0.0 0.0 0.0

42
Properties=species:S:1:pos:R:3:forces:R:3 method="wB97M-V/def2-TZVPD" total_charge=0 smiles=OCCCCNCO.O.O.O.O.O.O.O lumo_ev=-0.081
O 3.2423 0.5387 -2.7153 1.7 -0.8 0.0
O -3.1742 1.1666 2.6756 0.4 -0.2 0.0
O -2.6415 2.7764 -1.1816 -0.8 -0.2 -0.4
O 1.2975 -0.9458 3.1539 1.0 0.6 0.0
O -0.0537 2.7626 0.3274 -0.5 0.3 0.0
O -1.0384 -1.3389 -2.2061 0.6 1.1 -0.1
O 0.7897 1.4137 -2.0809 0.4 -0.1 -0.4
O 0.3028 -1.9964 -4.2589 0.8 -0.4 -0.2
O -0.0566 1.7460 3.2747 -0.5 0.2 0.0
N -1.9748 -1.1043 -0.1227 -0.3 1.5 0.1
C 1.5357 -0.9467 0.8323 1.6 0.1 1.0
C 2.2894 -1.2372 2.1520 -1.3 -1.4 0.2
C 0.3275 -1.8933 0.6831 -0.5 2.4 1.0
C -1.0244 -1.1927 0.9797 -1.3 -0.8 -0.2
C -1.5466 -0.3480 -1.2784 -1.5 -1.4 0.2
H -0.7996 0.3922 -1.0495 0.5 -0.2 0.5
H 0.7626 -2.8220 -4.0626 -0.2 -0.2 -0.4
H 1.3918 0.1827 0.9795 -0.4 -1.5 -1.3
H -1.6289 -1.5401 -2.9373 -0.1 0.3 0.0
H 1.1545 -0.0009 2.9818 -0.7 -0.1 0.7
H 2.1907 -1.2465 0.0204 0.4 0.9 -0.4
H -2.4888 -1.9190 -0.4226 0.3 -0.2 0.3
H -1.0173 -0.1726 1.3585 1.1 0.1 0.1
H 0.2838 -2.2106 -0.3586 0.0 -0.8 0.4
H 3.6335 -0.1030 -3.3271 -0.8 0.1 -0.5
H 2.5129 -2.3200 2.2827 0.0 0.6 -0.3
H 3.2159 -0.6822 2.3201 -0.1 0.2 -0.2
H 0.5888 2.5959 1.0224 0.2 0.1 -0.2
H -3.2645 0.4709 3.3368 -0.1 0.1 0.1
H 3.9947 0.5354 -2.1030 -0.5 0.6 0.5
H -1.5175 -1.7644 1.7722 -0.1 0.1 0.0
H -2.7632 0.6916 1.9389 -0.3 0.1 -0.2
H 1.7033 1.1499 -2.3166 -0.4 0.3 0.2
H 0.3789 2.8504 -0.5361 0.2 -0.4 0.5
H -2.3852 0.2485 -1.6726 0.1 -0.6 -0.3
H -0.9237 1.9118 2.8661 0.2 -0.1 -0.2
H 0.6188 -1.4583 -3.5240 -0.5 0.2 0.0
H 0.4141 -2.5924 1.5224 0.2 -0.7 -1.0
H -0.3005 1.7697 4.2074 0.3 -0.1 0.1
H 0.2708 0.7230 -2.5089 -0.1 0.1 0.0
H -2.4510 3.1075 -0.3015 0.6 0.0 -0.1
H -1.8494 2.8019 -1.7236 0.2 0.2 0.4

9
Properties=species:S:1:pos:R:3:forces:R:3 method="wB97M-V/def2-TZVPD" total_charge=-1 smiles="N#CCS(=O)(=O)[O-]" lumo_ev=3.949
S 0.9697 -0.1765 0.7569 -1.0 -0.2 -0.8
O 1.6427 1.0496 0.3815 0.4 -0.4 -0.6
O 1.6800 -1.4361 0.5900 0.0 0.4 0.2
O 0.2279 0.0077 1.9911 -0.2 -0.7 0.0
N -1.2761 2.0187 -0.9932 -0.2 1.3 0.0
C -0.5612 -0.3658 -0.6022 0.5 -3.8 3.3
C -0.8968 0.9715 -0.7385 -1.4 0.3 -1.4
H -1.2976 -0.9857 0.0756 1.1 1.7 -1.0
H -0.4885 -1.0834 -1.4612 0.7 1.5 0.3

49
Properties=species:S:1:pos:R:3:forces:R:3 method="wB97M-V/def2-TZVPD" total_charge=0 smiles="COc1ccc2[nH]c(C)c(CCN3CC=C(NC(C)=O)CC3)c2c1" lumo_ev=0.758
O -1.7448 5.5963 -1.3245 0.1 -1.8 0.8
O 0.8751 -6.0368 -1.8564 3.0 1.4 -0.7
N 2.2595 -4.2792 -2.5206 -0.5 -2.4 1.2
N 0.9464 -1.0854 -0.1543 0.0 0.5 2.1
N -1.6475 2.7081 3.5345 -0.4 0.2 -2.5
C -1.8553 5.5262 1.0137 0.3 -1.8 2.5
C 1.7342 -2.1674 0.4701 -1.4 -0.9 -1.3
C 0.6317 0.0775 0.7499 0.4 -0.3 -2.1
C -1.2632 1.3821 1.7506 -0.3 -1.6 0.9
C -1.3777 0.2832 4.2075 -1.2 0.3 0.6
C -1.4380 1.3224 3.1496 0.9 4.3 -1.8
C -1.8729 4.8822 2.2663 -0.5 4.1 1.2
C 1.7364 -1.9606 -2.2528 0.3 -3.9 1.6
C -1.6747 4.7830 -0.0975 -0.9 -1.4 -3.9
C 1.7043 -3.2774 -1.7068 0.4 5.1 -4.3
C 1.3187 -0.7758 -1.5177 -0.4 0.9 1.3
C -1.7182 3.5572 2.3744 0.8 -4.0 1.3
C -0.8515 0.1589 0.9118 -2.1 0.7 1.1
C 1.9414 -5.6442 -2.4025 -3.5 -1.4 -0.2
C -1.6002 3.3566 -0.0507 1.0 -0.6 1.4
C -2.3451 5.0227 -2.5054 0.6 -0.7 0.2
C 2.8672 -6.7011 -3.0836 -0.9 1.1 -0.2
C -1.5057 2.7290 1.2486 -0.3 1.1 -0.4
C 1.2952 -3.4719 -0.3376 0.3 0.0 1.8
H 3.7150 -6.6366 -2.4211 1.0 -0.2 -0.5
H -1.1659 -0.7567 1.4512 -0.1 0.3 -0.4
H -2.0075 5.5686 3.1832 0.2 -1.3 -1.4
H -3.2367 4.4531 -2.2783 -0.3 -0.1 0.4
H 1.8896 -4.3197 0.0044 -0.3 -0.2 0.5
H 2.7251 -3.9921 -3.3482 0.6 0.2 -0.4
H 2.0804 0.0232 -1.4983 0.2 -0.1 -0.4
H -0.3739 -0.0478 4.5101 -0.3 -0.2 -0.5
H -2.6282 5.8153 -3.1766 0.0 0.6 0.1
H -1.8173 0.7450 5.1347 0.3 -0.6 -0.8
H -1.6190 3.1974 4.3967 0.0 -0.6 1.0
H 0.9818 1.0629 0.3807 0.2 -0.5 -0.3
H 0.4671 -0.3582 -2.0662 -0.2 0.2 0.2
H 1.1055 -0.0294 1.7099 0.2 -0.3 0.5
H 2.8268 -1.9753 0.4616 -0.3 -0.3 -0.2
H -2.0791 -0.5137 3.8670 0.9 0.1 0.6
H 0.1929 -3.7028 -0.2155 1.3 0.4 0.0
H -1.7138 4.3527 -3.1316 0.2 0.3 0.8
H 3.0350 -6.4122 -4.1589 0.4 -0.2 1.2
H -1.9558 6.5544 0.9524 -0.2 1.8 -0.2
H 2.1285 -1.6827 -3.2077 0.3 -0.6 -0.7
H -1.4499 2.6026 -0.8313 -0.2 1.1 -0.5
H -1.4489 0.2089 -0.0284 0.8 -0.3 0.3
H 1.4430 -2.3948 1.4990 -0.2 0.7 0.0
H 2.4899 -7.7479 -3.0552 -0.2 1.1 0.2

10
Properties=species:S:1:pos:R:3:forces:R:3 method="wB97M-V/def2-TZVPD" total_charge=0 lumo_ev=-2.546
Cl 3.3580 0.4255 -0.8269 0.5 0.0 -0.1
S 0.3361 1.0815 -0.1596 -1.1 0.8 -0.1
S 3.1252 -1.3738 0.0406 -2.6 0.9 0.7
O 0.4322 2.3079 0.6569 0.1 -0.6 -0.3
N -0.3393 -1.3138 0.4422 1.6 -1.0 0.3
C -1.5470 -0.7492 0.0119 1.4 0.4 0.7
C -1.3846 0.5490 -0.2920 -1.2 -0.5 0.1
C 0.6348 -0.5883 0.6464 1.0 -1.0 -0.8
H -2.3495 -1.4636 0.0553 -0.6 0.5 -0.4
H -2.2660 1.1248 -0.5748 0.8 0.5 -0.1

11
Properties=species:S:1:pos:R:3:forces:R:3 method="wB97M-V/def2-TZVPD" total_charge=0 smiles="O=C[C@H](F)CS" lumo_ev=0.411
S 2.0400 -0.1756 -0.5822 -0.8 -0.7 0.5
F -0.5017 1.7491 -0.7371 0.2 -0.8 0.8
O -1.0081 -1.6696 -0.2431 -0.4 1.6 -0.9
C -0.5418 0.6376 0.1425 0.1 0.3 -0.8
C -1.1491 -0.5150 -0.6177 -0.1 -1.2 0.7
C 0.7782 0.2322 0.7169 0.9 0.0 -0.4
H -1.1761 0.9077 0.9724 -0.6 0.2 0.2
H -1.7397 -0.1827 -1.4894 0.0 -0.4 -0.1
H 0.5966 -0.6126 1.3934 0.2 0.1 -0.3
H 1.5119 -1.4116 -0.8624 0.4 0.7 0.1
H 1.1898 1.0405 1.3068 0.2 0.2 0.1

| no. | energy (Eh) |
| --- | --- |
| 1 | -2732.33467 |
| 2 | -5307.68314 |
| 3 | -938.55051 |
| 4 | -756.12407 |
| 5 | -1053.64814 |
| 6 | -1501.88108 |
| 7 | -690.57597 |